# 1
DFT (the ωB97M-V functional and the def2-TZVPD basis) results for a structure of composition C34H56BrHfNO6SSi.

## Properties
- LUMO energy (eV) = 0.16
- molar mass (g mol⁻¹) = 893.4
- orbital gap (eV) = 7.8
- relative energy (zero: lowest compared OMol25 entry of this formula, charge and spin) (kJ/mol) = 113.4
- highest occupied orbital energy (eV) = -7.6381

Structure (ORCA input):
```
! RIJCOSX wB97M-V def2-TZVPD def2/J DEFGRID3
* xyz 0 1
Hf -1.615 -0.255 -0.055
Br -4.372 -2.313 3.440
S -0.844 1.874 -1.077
Si 1.226 1.673 -1.386
O 2.166 2.396 -0.264
O 1.702 2.269 -2.813
O -1.446 0.523 1.880
O -3.473 -0.039 -0.199
O 1.407 0.044 -1.435
O -2.275 -1.475 1.705
N -1.039 -1.929 -0.996
C 2.218 3.501 -4.769
C 3.774 -0.262 -1.071
C 3.473 3.121 1.570
C -2.447 -0.567 6.650
C 2.155 3.546 -3.239
C -1.951 -2.482 -1.998
C 1.840 -1.630 2.888
C -1.373 0.280 4.682
C -3.175 -1.291 4.483
C -3.305 -1.315 5.863
C -2.481 -1.273 -2.797
C 2.310 -2.172 -1.748
C -0.374 -2.670 -0.053
C 1.176 4.624 -2.781
C 2.559 -0.672 -1.902
C 1.161 -3.885 1.994
C -1.241 -3.409 -3.004
C -1.987 -0.491 2.413
C -3.162 -3.158 -1.326
C -3.992 1.221 0.122
C -2.203 -0.498 3.879
C -4.293 2.009 -1.161
C 2.047 2.980 1.022
C 2.790 -0.374 -3.384
C -5.259 1.059 0.972
C 0.370 -1.915 0.893
C 1.101 -2.499 1.911
C 0.476 -4.665 1.074
C 1.215 2.089 1.938
C -1.484 0.239 6.058
C 3.558 3.792 -2.678
C -0.294 -4.067 0.086
C 1.384 4.357 0.921
C 0.549 -6.164 1.139
H -0.652 -2.815 -3.699
H 3.930 0.808 -1.149
H 2.632 4.433 -5.149
H -6.025 0.556 0.386
H 1.147 -0.985 3.429
H 0.406 -0.824 0.748
H 0.189 2.059 1.579
H -4.072 -1.922 6.316
H -5.624 2.030 1.298
H 2.388 -2.231 3.610
H -1.646 -0.665 -3.153
H 3.598 -0.510 -0.024
H -1.977 -3.969 -3.574
H 1.892 -0.610 -3.951
H 2.263 -2.464 -0.701
H 1.266 4.777 1.917
H 3.920 4.774 -2.968
H 1.990 5.040 0.328
H -0.417 -6.578 1.424
H -3.378 2.108 -1.742
H -3.237 1.794 0.706
H -0.822 0.832 6.669
H -0.643 0.905 4.192
H -0.825 -4.717 -0.591
H 1.221 2.481 2.952
H -5.039 1.477 -1.749
H -3.937 -3.366 -2.061
H 0.403 4.254 0.463
H 0.179 4.386 -3.141
H 2.846 2.675 -5.091
H 3.456 3.609 2.543
H 0.815 -6.570 0.166
H 4.667 -0.784 -1.409
H -5.045 0.443 1.845
H -3.130 -0.659 -2.166
H 4.081 3.717 0.894
H 1.224 3.358 -5.182
H -4.665 2.997 -0.908
H 1.142 4.645 -1.699
H 4.244 3.037 -3.057
H 1.762 -4.351 2.759
H 1.289 -6.486 1.865
H 3.616 -0.968 -3.769
H -0.575 -4.112 -2.520
H -3.056 -1.621 -3.653
H 3.933 2.141 1.672
H 2.553 -0.995 2.364
H 1.472 5.601 -3.151
H 3.009 0.678 -3.523
H 1.374 -2.445 -2.223
H 3.536 3.723 -1.596
H -3.565 -2.476 -0.571
H 1.622 1.081 1.944
H 3.121 -2.720 -2.230
H -2.895 -4.092 -0.840
H -2.534 -0.608 7.726
*
```

---

# 2
DFT (the ωB97M-V functional and the def2-TZVPD basis) results for a structure of composition C34H56IrN2OP3.

## Properties
- LUMO energy (spin up / spin down) (eV) = -8.26 / -12.81
- molar mass (g mol⁻¹) = 794.0
- orbital gap (spin up / spin down) (eV) = 5.7 / 4.7
- relative energy (zero: lowest compared OMol25 entry of this formula, charge and spin) (kJ/mol) = 0.0
- highest occupied orbital energy (spin up / spin down) (eV) = -13.9367 / -17.5344

Structure (ORCA input):
```
! RIJCOSX wB97M-V def2-TZVPD def2/J DEFGRID3
* xyz 3 6
Ir 0.234 -0.143 0.953
P 0.014 -2.563 0.905
P -1.175 0.501 2.560
P 0.918 2.174 -0.042
O 2.494 -0.113 2.938
N -1.385 0.072 -0.561
N 1.498 -0.680 -0.756
C -1.163 -3.297 -0.401
C -0.011 -3.678 2.447
C -1.466 -3.804 2.946
C -2.918 0.551 2.008
C 1.602 1.628 -1.596
C 1.799 0.237 -1.732
C -1.674 0.750 -3.033
C 0.865 -3.022 3.528
C -2.573 -2.760 -0.127
C 1.617 -0.145 2.166
C -1.514 1.175 -5.441
C 3.054 -2.212 -1.739
C -2.903 1.032 -5.546
C -1.389 0.326 -1.724
C -0.310 3.668 -0.303
C 0.044 4.902 0.562
C 2.073 -1.896 -0.805
C -0.745 -2.878 -1.815
C -1.756 3.301 0.072
C 2.987 3.908 -0.847
C -1.288 -0.371 4.172
C -3.071 0.705 -3.179
C 3.271 -1.336 -2.791
C 2.582 -0.152 -2.823
C -0.765 2.187 3.176
C -0.872 1.042 -4.197
C -1.182 -4.826 -0.401
C -3.686 0.798 -4.410
C 0.585 -5.072 2.216
C -0.325 4.077 -1.785
C 2.689 2.863 0.236
C 1.674 -2.963 0.211
C 3.741 1.751 0.096
C 2.829 3.439 1.634
H 3.866 3.785 1.751
H -0.182 -5.261 -0.543
H -2.409 4.163 -0.156
H 0.246 -3.250 -2.103
H -3.387 1.128 -6.522
H -0.725 3.279 -2.419
H 3.554 0.926 0.794
H -0.731 5.668 0.391
H -1.477 -3.292 -2.526
H 1.659 -3.973 -0.231
H -1.857 3.100 1.145
H -0.755 -1.796 -1.952
H -0.920 1.376 -6.345
H -2.948 0.519 0.914
H 4.070 4.091 -0.868
H -1.790 -5.151 -1.261
H -2.124 2.436 -0.487
H -2.941 -3.005 0.877
H -4.772 0.682 -4.443
H -0.349 -0.272 4.735
H -2.085 0.105 4.765
H -1.436 -4.141 3.993
H -3.458 -0.322 2.400
H 4.005 -1.564 -3.540
H 0.816 -3.653 4.427
H 1.171 2.075 -2.478
H -0.993 4.944 -1.898
H 1.003 5.354 0.292
H 2.731 0.586 -3.594
H 2.397 -3.050 1.043
H -3.406 1.471 2.357
H -2.602 -1.672 -0.233
H -2.034 -4.547 2.372
H -3.260 -3.178 -0.877
H 0.035 4.667 1.632
H 2.641 2.667 2.390
H -1.682 2.762 3.371
H 1.916 -2.959 3.220
H 0.658 4.384 -2.152
H 4.727 2.187 0.311
H 2.719 3.557 -1.855
H 1.598 -5.036 1.795
H -3.714 0.542 -2.306
H -1.656 -5.255 0.490
H 0.211 1.174 -4.141
H 3.561 -3.166 -1.653
H 2.163 4.283 1.829
H -0.201 2.094 4.116
H -0.032 -5.718 1.585
H 2.501 4.873 -0.686
H -2.006 -2.850 2.908
H 0.655 -5.565 3.199
H 3.785 1.345 -0.922
H -0.136 2.736 2.461
H -1.532 -1.434 4.059
H 0.510 -2.024 3.801
*
```

---

# 3
DFT (the ωB97M-V functional and the def2-TZVPD basis) results for a structure of composition C34H56N2O4P3Zn.

## Properties
- LUMO energy (eV) = -2.50
- molar mass (g mol⁻¹) = 715.1
- orbital gap (eV) = 7.0
- highest occupied orbital energy (eV) = -9.5386

Structure (ORCA input):
```
! RIJCOSX wB97M-V def2-TZVPD def2/J DEFGRID3
* xyz 1 1
Zn 0.283 -0.082 -0.423
P 1.361 0.809 2.628
P 1.770 1.042 -1.848
P -2.283 -0.421 1.348
O 1.821 -1.526 1.555
O 0.617 2.169 2.334
O 2.860 1.202 2.878
O 0.718 0.197 3.931
N -0.923 1.723 -0.780
N -0.984 -1.222 -1.427
C -4.323 -0.465 -2.883
C -0.097 0.858 -3.963
C 1.700 -0.863 -3.870
C 4.256 -0.205 -1.681
C -4.869 -2.005 -4.677
C -2.165 -0.905 -1.574
C -2.704 0.308 4.013
C -5.186 -0.882 -3.904
C -2.505 3.863 -1.516
C -3.161 -1.207 -2.627
C -2.796 2.130 2.350
C -3.208 0.672 2.603
C -4.735 0.522 2.470
C -2.276 1.607 -0.694
C -3.021 -2.203 1.407
C 1.304 -0.436 1.317
C -4.257 -2.373 0.525
C -3.386 -2.595 2.847
C 3.756 1.591 -0.038
C 3.889 0.529 3.656
C 2.205 1.504 -4.618
C 3.614 1.180 -1.511
C 1.389 0.630 -3.655
C 1.277 -0.868 4.759
C -1.121 3.937 -1.635
C -0.365 2.803 -1.336
C -2.842 0.305 -0.242
C -3.088 2.683 -1.069
C 0.850 3.384 3.107
C -3.682 -2.712 -4.448
C 4.307 2.235 -2.380
C -2.823 -2.303 -3.425
C -1.905 -3.157 0.939
C 1.137 2.772 -1.630
H -2.536 -2.479 3.533
H -3.128 4.717 -1.784
H -0.599 4.826 -1.987
H 1.706 -1.674 4.149
H -2.248 -4.194 1.072
H -3.243 2.534 1.435
H -4.250 -2.036 3.230
H 4.528 1.873 -3.388
H -0.408 1.893 -3.796
H 1.363 3.378 -2.521
H -4.173 2.574 -0.984
H -5.091 -1.738 0.836
H -1.608 0.210 4.027
H 1.908 3.676 3.070
H 1.675 3.232 -0.784
H 1.443 -1.119 -4.908
H -1.703 2.229 2.291
H -3.147 2.742 3.194
H -5.069 0.137 1.499
H 2.031 -0.450 5.438
H 5.281 -0.162 -1.285
H 0.242 4.162 2.635
H 5.271 2.480 -1.913
H 3.733 0.738 4.722
H 3.731 3.168 -2.451
H -0.730 0.189 -3.373
H -0.263 0.617 -5.023
H 1.805 1.350 -5.633
H -3.667 -3.662 2.851
H -2.978 1.120 4.701
H 3.216 0.890 0.613
H 0.434 -1.256 5.340
H 4.837 0.970 3.335
H 2.759 -1.102 -3.718
H -5.197 1.515 2.585
H 4.325 -0.512 -2.730
H -1.651 -3.017 -0.116
H -4.545 0.435 -2.306
H -3.418 -3.576 -5.053
H -4.592 -3.417 0.618
H -3.147 -0.614 4.402
H 3.392 2.608 0.159
H -1.880 -2.807 -3.217
H -6.104 -0.316 -4.088
H 3.906 -0.553 3.465
H 2.111 2.576 -4.392
H 0.528 3.246 4.149
H -0.987 -3.014 1.522
H 4.821 1.555 0.241
H -4.045 -2.191 -0.532
H 3.713 -0.975 -1.114
H -3.934 0.244 -0.349
H -5.550 -2.326 -5.468
H 3.266 1.224 -4.648
H 1.093 -1.491 -3.200
H -5.154 -0.115 3.261
*
```

---

# 4
DFT (the ωB97M-V functional and the def2-TZVPD basis) results for a structure of composition C34H56N3OP2SV.

## Properties
- LUMO energy (spin up / spin down) (eV) = -3.55 / -3.48
- molar mass (g mol⁻¹) = 667.8
- orbital gap (spin up / spin down) (eV) = 5.6 / 5.7
- highest occupied orbital energy (spin up / spin down) (eV) = -9.0994 / -9.2259

Structure (ORCA input):
```
! RIJCOSX wB97M-V def2-TZVPD def2/J DEFGRID3
* xyz 1 4
V 0.400 -0.273 0.248
S -0.515 0.332 2.461
P 2.608 -0.649 1.197
P -3.035 1.318 -1.115
O -1.689 -2.422 -0.116
N 0.226 -0.366 -1.629
N 1.184 1.624 -0.087
N -1.115 -0.583 4.880
C -1.330 -2.827 5.617
C 3.152 -2.260 0.380
C 2.323 0.617 -3.689
C -3.116 2.295 -3.703
C -4.257 0.741 0.136
C 3.205 -0.437 2.969
C 4.745 -0.401 3.119
C -5.336 1.688 -2.812
C -0.848 -0.960 3.576
C 0.286 1.311 -4.949
C -3.547 0.244 1.399
C -0.872 -2.330 3.283
C 3.109 -2.092 -1.144
C 2.640 -1.574 3.837
C -3.555 -0.141 -3.271
C 2.785 3.340 0.226
C 1.827 4.308 -0.139
C 2.148 -3.356 0.792
C -0.841 -1.646 0.163
C 4.579 -2.664 0.791
C 0.211 0.621 -2.475
C -0.084 1.909 -2.088
C 0.495 2.480 -0.944
C -3.845 1.295 -2.793
C 0.603 -1.082 -4.305
C -1.324 -1.474 5.896
C -5.069 -0.457 -0.367
C 3.420 0.829 0.428
C 0.648 3.877 -0.731
C -5.004 2.045 0.453
C 0.820 0.362 -3.876
C 2.672 0.913 3.476
C -1.113 -3.260 4.300
C 2.446 1.987 0.203
H 3.053 1.759 2.889
H -5.449 2.742 -2.529
H 0.269 2.343 -4.587
H -4.262 2.816 0.713
H 2.867 0.445 -4.629
H 3.769 3.623 0.606
H -2.476 -0.341 -3.163
H -0.727 1.036 -5.288
H -2.964 -0.662 1.189
H 4.243 1.199 1.051
H 0.944 1.291 -5.829
H 5.315 -1.866 0.602
H -0.147 4.536 -1.073
H 3.383 -3.055 -1.598
H -2.875 0.998 1.820
H 3.008 1.043 4.515
H -5.660 1.909 1.322
H -5.547 -0.335 -1.339
H 1.543 -1.636 3.763
H -2.109 1.951 -3.954
H -1.110 0.416 5.090
H 4.872 -3.533 0.176
H 0.856 -1.771 -3.493
H 4.955 -0.073 4.150
H 2.899 -1.358 4.887
H -1.502 -3.551 6.414
H 5.209 -1.385 2.986
H 1.234 -1.322 -5.169
H 5.236 0.313 2.445
H -1.127 -4.326 4.059
H -5.726 1.580 -3.838
H 2.100 -3.485 1.883
H 3.864 0.493 -0.532
H -0.628 2.574 -2.761
H -4.401 -1.327 -0.425
H -5.986 1.088 -2.165
H 2.032 5.362 0.040
H 1.574 0.943 3.462
H -3.053 3.289 -3.243
H 3.829 -1.346 -1.504
H -0.693 -2.647 2.255
H 2.106 -1.825 -1.505
H -4.086 -0.909 -2.696
H 1.131 -3.131 0.428
H 4.648 -2.981 1.843
H -0.438 -1.274 -4.594
H 3.077 -2.552 3.582
H -1.476 -1.050 6.885
H 2.479 -4.303 0.341
H -5.605 2.426 -0.380
H -5.859 -0.700 0.355
H -3.825 -0.283 -4.329
H -3.665 2.395 -4.650
H 2.460 1.655 -3.347
H -4.294 -0.021 2.167
H 2.699 -0.058 -2.899
*
```